(1)
C25H36N6O2RuTe | ωB97M-V with the def2-TZVPD basis set

Structure (ORCA input):
```
! wB97M-V def2-TZVPD RIJCOSX def2/J DEFGRID3
* xyz 3 6
Te 2.60 1.43 -0.62
Ru -0.13 0.67 0.05
O 0.69 -5.23 -3.85
O 0.60 -6.15 1.78
N -0.73 1.17 2.35
N -1.21 1.75 -1.85
N -0.43 2.94 0.46
N 0.34 -0.93 -1.62
N 0.56 -1.32 0.99
N -2.49 0.23 0.30
C -2.92 0.30 1.71
C 0.07 2.35 2.74
C 0.10 -3.25 -2.12
C 0.11 5.61 0.81
C 0.04 -4.13 -4.46
C -0.34 5.14 -0.42
C -1.21 3.23 -1.82
C 0.22 -2.21 -1.22
C 0.48 -3.69 0.80
C 1.08 -2.69 2.88
C 3.45 3.21 0.17
C -0.03 3.39 1.66
C 0.35 -1.68 -3.90
C -0.61 3.79 -0.55
C 0.25 4.73 1.87
C 0.82 -3.84 2.14
C -3.24 1.13 -0.61
C -2.56 1.15 -1.95
C 0.15 -2.99 -3.49
C 0.43 -0.69 -2.94
C 0.93 -5.20 2.76
C 3.82 0.09 0.49
C -2.19 1.41 2.43
C 0.39 -2.43 0.25
C 0.93 -1.46 2.27
H 0.55 5.07 2.85
H 0.47 -3.85 -5.42
H 0.32 6.66 0.94
H 0.46 -1.43 -4.94
H -2.23 3.59 -1.89
H 4.83 0.22 0.14
H -4.28 0.80 -0.72
H -2.41 2.37 1.96
H -4.00 0.44 1.79
H 3.74 0.33 1.55
H 1.95 -5.32 3.14
H 0.65 0.33 -3.24
H 3.47 -0.92 0.30
H -0.52 0.40 2.97
H 0.02 -4.27 -1.79
H -3.17 1.69 -2.68
H -2.68 -0.66 2.18
H 1.11 2.04 2.87
H 3.31 3.26 1.25
H 1.40 -2.74 3.91
H 0.70 -7.04 2.13
H 0.73 -5.97 -4.47
H -3.26 2.13 -0.16
H -1.03 -4.33 -4.62
H -0.26 2.76 3.69
H 0.33 -4.58 0.21
H -2.45 0.13 -2.32
H -0.69 1.46 -2.66
H 1.16 -0.56 2.82
H 4.51 3.16 -0.07
H -0.50 5.82 -1.25
H -2.62 -0.72 -0.03
H 0.26 -5.24 3.62
H 2.99 4.06 -0.32
H -2.52 1.47 3.47
H -0.68 3.62 -2.69
*
```

Its LUMO energy (spin up / spin down) is -8.46 / -10.53 eV. Its HOMO energy (spin up / spin down) is -16.414 / -17.136 eV. As for the HOMO-LUMO gap (spin up / spin down): 7.956 / 6.610 eV. As for the expectation value of S²: 8.76. The total energy comes out at -49394.778 eV. For the max |F|, the calculation gives 0.44 eV/A.

Atom charges from the Mulliken analysis, given in e for atoms 1 to 6:
1. Te 0.44
2. Ru 0.69
3. O -0.53
4. O -0.49
5. N -0.15
6. N 0.12

---

(2)
C25H36N9PbS2SeSi | ωB97M-V with the def2-TZVPD basis set

Structure (ORCA input):
```
! wB97M-V def2-TZVPD RIJCOSX def2/J DEFGRID3
* xyz -1 1
Pb -0.94 0.51 -0.21
Se 1.89 -0.78 2.91
S -3.86 -2.70 -3.10
S -3.44 -3.19 3.25
Si 0.03 3.11 -2.98
N -2.32 -1.65 -1.33
N 0.80 2.36 0.95
N -1.31 -1.52 3.59
N 0.90 -0.50 -1.76
N -2.14 -1.90 1.45
N -2.28 2.29 1.45
N 0.31 1.67 -2.13
N -3.78 1.73 -2.04
N -1.81 -0.99 -3.54
C -1.07 2.81 -4.47
C -2.83 1.38 -1.48
C 3.52 -4.64 3.11
C -0.54 3.60 2.65
C -0.88 4.30 -1.84
C 2.90 -3.48 2.67
C 2.27 0.69 -3.31
C -4.10 -3.12 -1.45
C 1.66 -1.59 -1.91
C 0.78 2.91 2.31
C 1.25 -2.80 -1.11
C 3.93 -3.62 5.23
C 2.75 -1.61 -2.77
C 4.04 -4.72 4.39
C -2.55 -1.66 -2.61
C 2.77 -2.36 3.50
C -3.22 -2.48 -0.66
C -3.95 -3.32 1.60
C 3.30 -2.46 4.80
C 3.04 -0.44 -3.47
C -1.77 2.69 2.76
C 1.17 0.66 -2.42
C 1.54 4.08 -3.59
C -3.13 -2.60 0.80
C -2.15 -2.11 2.73
H 4.53 -5.63 4.74
H -2.04 2.46 -4.13
H 4.33 -3.67 6.24
H 1.62 1.77 0.83
H -1.49 1.78 3.31
H -1.23 -1.88 4.53
H -2.25 -0.76 -4.41
H 0.93 2.08 3.00
H 1.25 5.11 -3.81
H -1.17 -0.30 -3.17
H -3.18 1.84 1.52
H 2.10 -3.46 -0.94
H 0.84 -2.49 -0.15
H 2.32 4.10 -2.82
H -1.22 3.72 -5.06
H 0.48 -3.35 -1.64
H -0.26 4.64 -1.00
H 3.89 -0.41 -4.15
H 1.60 3.61 2.48
H -4.89 -3.81 -1.17
H 3.22 -1.60 5.45
H 1.97 3.65 -4.50
H -0.64 2.05 -5.13
H -2.40 3.10 0.84
H 0.84 3.09 0.24
H 2.50 -3.42 1.66
H -0.74 4.39 1.92
H 3.35 -2.50 -2.88
H 3.61 -5.49 2.44
H 2.50 1.61 -3.84
H -1.78 3.83 -1.44
H -0.40 4.09 3.62
H -4.81 -3.92 1.34
H -0.42 -1.16 3.19
H -2.53 3.21 3.35
H -1.18 5.19 -2.40
*
```

Its LUMO energy is 2.27 eV. Its HOMO energy is -3.885 eV. As for the HOMO-LUMO gap: 6.160 eV. The energy relative to the best compared isomer or geometry (same formula, charge and spin) comes out at 0.0 kJ/mol. The total energy comes out at -140067.932 eV. For the max |F|, the calculation gives 0.62 eV/A.

Atom charges from the Mulliken analysis, given in e for atoms 1 to 6:
1. Pb 1.33
2. Se -0.57
3. S -0.29
4. S -0.28
5. Si -0.24
6. N 0.47

---

(3)
C25H36NOP3Pt | ωB97M-V with the def2-TZVPD basis set

Structure (ORCA input):
```
! wB97M-V def2-TZVPD RIJCOSX def2/J DEFGRID3
* xyz 0 3
Pt 0.26 -0.45 -2.81
P 0.22 1.81 -3.09
P 0.15 -2.73 -2.87
P -0.07 0.37 1.76
O 1.83 -0.78 -0.34
N -0.08 0.39 0.04
C -0.26 -2.87 4.21
C -0.19 -1.57 3.73
C 1.54 -3.48 -1.96
C -2.96 2.71 3.50
C -0.16 -2.43 1.45
C 3.56 1.43 3.28
C 2.51 3.44 2.44
C -1.63 1.19 2.15
C 2.45 0.68 2.89
C -1.76 2.04 3.27
C -4.03 2.55 2.60
C 0.81 -0.28 -0.80
C 1.66 2.60 -2.30
C 1.35 1.31 2.28
C -2.75 0.94 1.34
C -1.27 2.64 -2.43
C 0.30 2.37 -4.82
C -0.19 -3.73 1.95
C -0.12 -1.33 2.34
C 3.60 2.81 3.05
C 1.38 2.71 2.07
C -0.24 -3.96 3.33
C -3.91 1.68 1.52
C 0.40 -3.34 -4.57
C -1.31 -3.68 -2.30
H 0.23 3.47 -4.87
H -1.42 -3.59 -1.21
H -0.17 -4.57 1.25
H 2.57 2.13 -2.70
H -0.32 -3.05 5.29
H -0.20 -0.72 4.42
H -0.13 -0.49 -4.39
H -2.73 0.17 0.56
H -0.35 -2.88 -5.22
H 4.41 0.93 3.76
H 1.63 2.47 -1.22
H -1.30 3.67 -2.80
H 2.53 4.52 2.26
H 0.52 3.21 1.63
H -4.96 3.10 2.77
H -1.27 2.65 -1.33
H 2.46 -2.96 -2.24
H -0.53 1.92 -5.38
H 2.42 -0.40 3.06
H -1.20 -4.74 -2.58
H -0.92 2.17 3.95
H 1.67 3.67 -2.54
H -4.73 1.57 0.80
H -0.88 0.85 -0.39
H 0.31 -4.43 -4.60
H 1.61 -4.54 -2.21
H -0.15 -2.25 0.37
H -2.16 2.11 -2.78
H 1.39 -3.36 -0.88
H -1.06 -1.18 -2.16
H -3.07 3.35 4.37
H 1.40 -3.04 -4.92
H 1.25 2.04 -5.27
H 4.48 3.39 3.34
H -2.21 -3.27 -2.78
H -0.27 -4.97 3.71
*
```

Its LUMO energy (spin up / spin down) is 0.53 / -0.13 eV. Its HOMO energy (spin up / spin down) is -3.489 / -7.777 eV. As for the HOMO-LUMO gap (spin up / spin down): 4.019 / 7.647 eV. The energy relative to the best compared isomer or geometry (same formula, charge and spin) comes out at 0.0 kJ/mol. As for the expectation value of S²: 2.02. The total energy comes out at -61158.154 eV. For the max |F|, the calculation gives 2.74 eV/A.

Atom charges from the Mulliken analysis, given in e for atoms 1 to 6:
1. Pt 0.46
2. P 0.87
3. P 0.91
4. P 0.92
5. O -0.57
6. N 0.83

---

- Among the records above, which one has the highest max |F|?
  C25H36NOP3Pt